ORCA calculation (ωB97M-V/def2-TZVPD) on a molecular structure, C60H42F5MoN10O5SSb.

Geometry as ORCA input:
```
! wB97M-V def2-TZVPD RIJCOSX def2/J DEFGRID3
* xyz 2 3
C 0.335 3.444 7.409
C 0.649 4.267 -0.360
N 9.503 -3.993 0.283
C 4.837 0.499 -4.754
N 0.427 5.513 0.046
C 3.833 1.191 -5.413
O -0.331 0.899 1.958
C 5.840 -3.524 0.263
C -1.671 -0.555 6.515
O 1.885 1.939 1.071
C -0.429 -1.032 -3.467
H 2.623 4.645 -0.654
N 1.873 3.988 -0.818
C 4.951 -5.734 -0.267
C -1.044 -3.336 -3.099
C 0.164 1.137 3.112
C -0.603 0.296 6.706
C 2.572 1.305 -4.841
C -5.209 1.346 -0.502
C -1.346 -3.470 -4.446
H -3.388 2.956 -5.623
F 6.832 -2.710 0.550
C 1.878 -1.922 0.002
F -3.183 -1.659 5.111
N -1.245 -0.116 -0.169
C -4.502 0.434 0.277
C -1.806 2.108 -4.458
C 3.697 -5.230 -0.272
H -2.334 1.175 -4.308
H 0.502 3.762 8.437
H 5.818 0.411 -5.203
C 3.322 0.033 -2.949
H -0.744 1.153 8.657
H 2.415 3.014 4.812
C -5.523 1.354 2.252
N 7.986 -7.916 -0.309
C 1.619 2.301 4.636
H 3.140 -0.426 -1.981
H 0.461 4.312 6.762
C -4.660 0.444 1.655
F 5.116 -7.005 -0.549
H -3.330 -2.281 0.883
C -4.271 -1.302 -1.538
C 7.387 -5.433 0.002
C 1.325 2.344 7.048
H -0.384 -2.029 -1.553
H -2.139 -1.044 7.359
C 0.956 -4.077 -0.181
C 1.330 1.177 8.020
C 3.428 -3.840 -0.020
C -1.568 -0.303 4.111
C 4.590 -3.031 0.247
N 1.004 1.818 5.699
C 7.677 -6.817 -0.184
H 1.799 1.843 -5.376
C -1.181 -2.394 -5.307
H -4.128 -0.267 2.271
N 2.220 2.708 -1.256
H -0.008 5.489 -4.948
H -0.591 -0.351 -5.510
H -6.612 2.959 -0.515
N -0.043 -4.632 -0.290
H 1.118 6.243 -0.023
H 4.027 1.639 -6.379
H -1.409 -2.499 -6.359
C -6.109 -2.747 -2.136
H -6.148 -3.422 -4.172
H -1.906 -0.571 3.122
H -2.241 5.119 -5.939
C -3.789 -1.392 -2.835
Sb 0.358 0.791 -2.765
F 2.686 -6.028 -0.557
H 2.065 0.440 7.687
F 4.400 -1.744 0.516
C -0.514 4.542 -4.810
C -4.468 -2.152 -3.779
H 2.326 2.769 6.964
C -1.767 4.333 -5.367
C 1.277 1.961 3.338
C 6.119 -4.922 0.001
C -2.145 -0.829 5.233
H 5.363 -0.622 -3.005
H -1.709 -4.415 -4.827
C 2.156 -3.314 -0.038
N -2.901 -1.459 0.491
H -5.842 -1.894 -0.195
C -0.492 0.577 4.274
O -2.321 1.112 -1.758
H 2.583 2.755 -2.204
H 1.081 3.712 -3.668
C -1.575 -1.237 0.622
C -0.546 2.307 -3.907
C -5.623 -2.832 -3.434
C 8.554 -4.632 0.180
H -4.085 -2.209 -4.790
N 1.560 -0.817 0.074
C -2.410 3.119 -5.193
C 4.581 -0.080 -3.520
H -6.900 2.966 1.940
H -0.697 3.103 7.321
C 2.060 2.545 2.228
H -5.094 1.336 -1.578
C -6.222 2.262 1.476
O 2.826 3.474 2.347
C -3.562 -0.542 -0.422
C -0.587 -2.121 -2.613
H -5.655 1.341 3.326
C -0.720 -1.179 -4.821
H 0.011 -0.421 8.604
H -2.886 -0.876 -3.128
H -1.175 -4.170 -2.421
C -0.031 0.897 5.563
O -0.784 -1.873 1.289
C 2.308 0.727 -3.603
H 1.647 1.529 9.001
C 0.094 3.531 -4.081
H -0.486 5.750 0.397
H 2.936 2.340 -0.635
Mo 0.503 0.969 0.049
C -6.061 2.257 0.096
S -0.657 3.168 -0.353
C -2.343 0.266 -0.884
C -5.439 -1.981 -1.198
C -0.049 0.536 8.084
H -7.015 -3.268 -1.859
*
```

HOMO energy (alpha / beta) = -12.60 / -12.60 eV
<S²> = 2.21
Energy relative to the best compared isomer or geometry (same formula, charge and spin) = 4.9 kcal per mole
Kohn-Sham gap (alpha / beta) = 5.15 / 5.24 eV
Energy = -4440.90928 Ha
M = 1327.82 g mol⁻¹